Below is C4H5CoO6 as an isolated structure at a distorted geometry, with properties calculated with ωB97M-V with the def2-TZVPD basis set.

The geometry in ORCA input format:
```
! RIJCOSX wB97M-V def2-TZVPD def2/J DEFGRID3
* xyz 1 6
O -2.3544 0.3817 0.2909
C -1.8376 -0.7008 0.6661
O -2.4310 -1.4674 1.4691
O -0.6665 -1.1276 0.1910
Co -3.8893 -0.1586 1.3275
C -0.4109 -0.3484 -1.6820
C 0.5603 -0.4389 -0.5534
H -0.6186 -1.3152 -2.1534
H -0.9780 0.5860 -1.7167
H 1.3079 -1.2330 -0.5256
O 0.8642 0.7990 0.0566
C 1.9591 0.8531 0.8105
O 2.7134 -0.0570 1.0444
O 2.0952 2.0969 1.2443
H 2.9553 2.1979 1.6724
H 0.7308 -0.0676 -2.1418
*
```

For the total energy, the calculation gives -1989.1315 Eh. The calculation puts the HOMO-LUMO gap (spin up / spin down) at 6.5 / 6.4 eV. The HOMO energy (spin up / spin down) is -10.44 / -15.49 eV.